This record from the OMol25 dataset describes a gas-phase ion, C4H9N2 (charge +1). The level of theory is the ωB97M-V functional and the def2-TZVPD basis.

Last column: Löwdin charge in e.
Atoms and positions in Å:
1 C -1.31 -0.97 0.03  0.095
2 C 1.28 -0.86 0.01  0.050
3 C -0.13 0.78 -1.01  -0.029
4 C -0.14 0.76 1.06  -0.072
5 N -1.12 0.41 0.07  -0.106
6 N 0.90 0.59 0.00  -0.097
7 H -1.75 -1.32 -0.89  0.096
8 H -1.60 -1.60 0.82  0.079
9 H 1.93 -1.37 0.86  0.128
10 H 1.03 -1.33 -1.02  0.084
11 H -0.11 0.06 -1.86  0.155
12 H -0.18 1.79 -1.25  0.122
13 H -0.31 1.79 1.19  0.132
14 H -0.22 0.08 1.92  0.161
15 H 1.73 1.19 0.08  0.202

Summary:
**Lowest unoccupied orbital energy (alpha / beta)**: -0.17009 / -0.15325 Eh
**Total charge**: +1
**Gap between HOMO and LUMO (alpha / beta)**: 0.290 / 0.333 Ha
**HOMO (alpha / beta)**: -12.52 / -13.24 eV



This record from the OMol25 dataset describes a gas-phase ion, C4H9N2 (charge +1). The level of theory is the ωB97M-V functional and the def2-TZVPD basis.

Last column: Löwdin charge in e.
Atoms and positions in Å:
1 H -1.99 0.10 1.68  0.127
2 N -2.35 -0.08 0.67  0.199
3 C -1.35 0.06 -0.07  -0.333
4 C -0.70 -0.04 -1.37  0.053
5 C 0.10 0.04 -0.08  -0.352
6 C 0.74 1.32 0.28  0.006
7 N 0.90 -1.32 0.37  0.253
8 H -0.67 -0.82 -1.98  0.081
9 H -0.44 0.91 -1.83  0.139
10 H 1.15 1.75 -0.63  0.106
11 H 1.47 1.16 1.00  0.074
12 H -0.06 1.95 0.61  0.105
13 H 1.29 -1.76 -0.53  0.194
14 H 0.29 -2.07 0.76  0.173
15 H 1.62 -1.19 1.12  0.175

Summary:
**Lowest unoccupied orbital energy**: -0.15091 Eh
**Total charge**: +1
**SMILES**: [H]/N=C1/C[C@]1(C)[NH3+]
**Gap between HOMO and LUMO**: 0.366 Ha
**HOMO**: -14.06 eV



This record from the OMol25 dataset describes a gas-phase ion, C4H9N2 (charge +1). The level of theory is the ωB97M-V functional and the def2-TZVPD basis.

Last column: Löwdin charge in e.
Atoms and positions in Å:
1 C -1.12 -1.28 0.09  -0.017
2 C 2.26 0.29 0.38  -0.009
3 C 1.47 -0.74 -0.39  0.001
4 C -1.92 1.05 -0.02  -0.048
5 N 0.20 -1.12 -0.48  0.058
6 N -2.00 -0.38 0.26  -0.001
7 H 3.30 0.08 0.28  0.079
8 H 2.02 1.28 0.25  0.056
9 H 2.02 -1.34 -1.11  0.138
10 H 2.15 0.20 1.53  0.138
11 H -2.32 1.47 -1.03  0.138
12 H -2.36 1.68 0.71  0.078
13 H -0.93 1.49 -0.07  0.072
14 H 0.08 -1.94 -1.10  0.155
15 H -2.86 -0.74 0.69  0.162

Summary:
**Lowest unoccupied orbital energy (alpha / beta)**: -0.18460 / -0.18460 Eh
**Total charge**: +1
**Gap between HOMO and LUMO (alpha / beta)**: 0.308 / 0.308 Ha
**HOMO (alpha / beta)**: -13.41 / -13.41 eV



This record from the OMol25 dataset describes a gas-phase ion, C4H9N2 (charge +1). The level of theory is the ωB97M-V functional and the def2-TZVPD basis.

Last column: Löwdin charge in e.
Atoms and positions in Å:
1 C 0.71 1.59 -0.07  0.028
2 N 0.14 0.29 -0.48  -0.164
3 C 0.65 -0.30 -1.71  0.009
4 N -0.50 -0.43 0.44  -0.022
5 C -0.67 -1.62 0.78  0.066
6 C -1.23 -0.63 1.74  0.050
7 H 0.48 1.85 0.87  0.060
8 H 1.74 1.47 0.02  0.087
9 H 0.34 2.43 -0.57  0.094
10 H 0.37 0.34 -2.62  0.139
11 H 1.71 -0.38 -1.44  0.110
12 H 0.18 -1.28 -1.84  0.094
13 H -0.83 -2.64 0.38  0.164
14 H -2.35 -0.35 1.76  0.139
15 H -0.74 -0.33 2.74  0.147

Summary:
**Lowest unoccupied orbital energy**: -0.15551 Eh
**Total charge**: +1
**SMILES**: CN(C)[N+]1=CC1
**Gap between HOMO and LUMO**: 0.354 Ha
**HOMO**: -13.87 eV



This record from the OMol25 dataset describes a molecular structure, C4H9N2. The level of theory is the ωB97M-V functional and the def2-TZVPD basis.

Last column: Löwdin charge in e.
Atoms and positions in Å:
1 C 0.06 0.30 0.40  -0.210
2 C -2.38 0.40 0.01  -0.082
3 C 2.60 -0.48 -0.11  0.047
4 C -1.07 -0.29 -0.37  -0.219
5 N 0.94 1.34 -0.13  0.366
6 N 1.43 0.23 0.02  -0.077
7 H -0.14 0.36 1.80  0.269
8 H -2.64 0.20 1.05  0.080
9 H -3.18 0.03 -0.62  0.089
10 H -2.31 1.48 -0.12  0.085
11 H 2.99 -0.69 0.89  0.140
12 H 3.35 0.09 -0.68  0.128
13 H 2.41 -1.46 -0.57  0.134
14 H -0.89 -0.17 -1.44  0.126
15 H -1.15 -1.35 -0.13  0.126

Summary:
**Lowest unoccupied orbital energy**: -0.22405 Eh
**Total charge**: +1
**Gap between HOMO and LUMO**: 0.383 Ha
**HOMO**: -16.52 eV



This record from the OMol25 dataset describes a gas-phase ion, C4H9N2 (charge +1). The level of theory is the ωB97M-V functional and the def2-TZVPD basis.

Last column: Löwdin charge in e.
Atoms and positions in Å:
1 C 1.10 -0.42 -1.33  0.010
2 C 0.24 1.68 2.00  0.011
3 C 0.16 1.46 0.41  -0.010
4 C -0.79 -2.08 -0.80  0.018
5 N 0.40 0.67 -0.59  0.037
6 N 0.57 -1.59 -1.34  -0.006
7 H 0.73 0.88 2.62  0.102
8 H 0.52 2.72 2.19  0.093
9 H -0.28 2.41 -0.02  0.155
10 H -0.79 1.88 2.17  0.070
11 H -0.58 -2.95 -0.21  0.089
12 H -1.28 -1.42 -0.17  0.055
13 H -1.50 -2.32 -1.53  0.077
14 H 0.36 1.28 -1.40  0.130
15 H 1.13 -2.21 -1.98  0.169

Summary:
**Lowest unoccupied orbital energy (alpha / beta)**: -0.15931 / -0.15931 Eh
**Total charge**: +1
**Gap between HOMO and LUMO (alpha / beta)**: 0.347 / 0.347 Ha
**HOMO (alpha / beta)**: -13.77 / -13.77 eV



This record from the OMol25 dataset describes a gas-phase ion, C4H9N2 (charge +1). The level of theory is the ωB97M-V functional and the def2-TZVPD basis.

Last column: Löwdin charge in e.
Atoms and positions in Å:
1 C 0.50 -0.49 -1.41  -0.118
2 N 1.34 0.30 -0.91  0.064
3 C 1.04 1.00 0.25  -0.238
4 C -0.29 0.79 0.88  -0.091
5 N -0.54 -0.69 0.69  0.079
6 C -0.78 -0.89 -0.74  -0.090
7 H 0.76 -0.81 -2.42  0.139
8 H 1.01 2.16 0.06  0.184
9 H 1.87 0.79 0.94  0.140
10 H -0.20 1.03 1.95  0.152
11 H -1.13 1.30 0.53  0.122
12 H -1.23 -1.07 1.22  0.143
13 H 0.35 -1.05 0.94  0.167
14 H -1.75 -0.38 -1.13  0.184
15 H -0.95 -2.01 -0.85  0.162

Summary:
**Lowest unoccupied orbital energy**: -0.13139 Eh
**Total charge**: +1
**SMILES**: C1=NCC[NH2+]C1
**Gap between HOMO and LUMO**: 0.396 Ha
**HOMO**: -14.34 eV



This record from the OMol25 dataset describes a gas-phase ion, C4H9N2 (charge +1). The level of theory is the ωB97M-V functional and the def2-TZVPD basis.

Last column: Löwdin charge in e.
Atoms and positions in Å:
1 C -0.36 0.21 -1.56  -0.014
2 C -0.99 -0.89 0.38  -0.018
3 C 1.25 -0.61 -0.15  0.042
4 C 0.10 1.33 0.61  0.024
5 N -0.78 0.41 -2.91  0.243
6 N -0.08 0.08 -0.15  -0.401
7 H -0.96 -0.96 1.49  0.138
8 H -2.03 -0.63 0.28  0.124
9 H -0.77 -1.91 0.04  0.127
10 H 1.04 -1.54 -0.62  0.106
11 H 1.94 0.12 -0.76  0.175
12 H 1.42 -0.63 0.86  0.088
13 H -0.53 2.06 0.15  0.113
14 H -0.34 1.21 1.63  0.137
15 H 1.08 1.75 0.71  0.114

Summary:
**Lowest unoccupied orbital energy (alpha / beta)**: -0.17335 / -0.27908 Eh
**Total charge**: +1
**Multiplicity**: 3
**Gap between HOMO and LUMO (alpha / beta)**: 0.297 / 0.302 Ha
**HOMO (alpha / beta)**: -12.79 / -15.80 eV



This record from the OMol25 dataset describes 2 unconnected molecules or ions with the total composition C4H9N2. The level of theory is the ωB97M-V functional and the def2-TZVPD basis.

Last column: Löwdin charge in e.
Atoms and positions in Å:
1 C 3.41 -0.11 -0.37  -0.006
2 C -2.35 -0.80 -0.64  -0.080
3 C -1.62 -0.19 0.51  -0.167
4 C -0.83 1.02 0.51  -0.013
5 N 2.56 0.08 0.86  0.198
6 N 2.01 0.21 -0.21  0.090
7 H 3.98 0.78 -0.82  0.156
8 H 3.58 -1.20 -0.46  0.124
9 H -2.04 -0.32 -1.51  0.060
10 H -2.42 -1.94 -0.52  0.117
11 H -3.42 -0.62 -0.38  0.108
12 H -1.71 -0.66 1.44  0.087
13 H -0.36 1.19 1.45  0.090
14 H -1.10 1.92 -0.06  0.120
15 H 0.32 0.64 0.19  0.117

Summary:
**Lowest unoccupied orbital energy (alpha / beta)**: -0.20083 / -0.35919 Eh
**Total charge**: +1
**Multiplicity**: 3
**Gap between HOMO and LUMO (alpha / beta)**: 0.221 / 0.211 Ha
**HOMO (alpha / beta)**: -11.47 / -15.50 eV



This record from the OMol25 dataset describes 2 unconnected molecules or ions with the total composition C4H9N2O. The level of theory is the ωB97M-V functional and the def2-TZVPD basis.

Last column: Löwdin charge in e.
Atoms and positions in Å:
1 C 2.09 -1.15 0.90  0.001
2 C 1.20 -0.03 0.34  -0.249
3 C 0.78 1.13 1.00  0.017
4 N -0.34 1.67 0.32  0.117
5 C -0.65 0.81 -0.69  -0.041
6 N 0.25 -0.23 -0.63  0.129
7 H 2.71 -0.80 1.71  0.086
8 H 2.66 -1.39 -0.05  0.104
9 H 1.43 -2.04 1.16  0.117
10 H 1.45 1.57 1.65  0.111
11 H -0.56 2.67 0.42  0.189
12 H -1.43 1.08 -1.58  0.210
13 H 0.41 -0.97 -1.28  0.172
14 H -3.05 -1.13 -0.41  0.044
15 H -3.64 -0.81 -1.85  0.089
16 O -3.31 -0.39 -1.00  -0.095

Summary:
**Lowest unoccupied orbital energy**: -0.12575 Eh
**Total charge**: +1
**Gap between HOMO and LUMO**: 0.384 Ha
**HOMO**: -13.87 eV



It is found that the max |F| values, taken in the order of the records, are 0.084, 0.090, 0.086, 0.074, 0.112, 0.057, 0.077, 0.098, 0.066, 0.078 hartree/bohr.
It is found that the calculated total energy values, taken in the order of the records, are -7261.8183, -7264.2162, -7263.7118, -7262.6202, -7263.0988, -7263.3167, -7265.8900, -7258.2480, -7258.3860, -9314.5195 eV.